Computed, not measured: a structure of composition C23H47O22PS, with ωB97M-V/def2-TZVPD.

Geometry as XYZ:
```
94
Properties=species:S:1:pos:R:3:mulliken_charge:R:1
S 2.51 -4.16 4.06 1.096
P -0.06 -3.37 1.38 0.060
O 0.06 4.09 -8.05 -0.319
O 1.84 4.50 3.85 -0.332
O 5.14 1.95 1.58 -0.340
O -6.26 -0.83 3.05 -0.293
O 3.80 -4.66 3.84 -0.592
O -5.81 0.06 5.08 -0.543
O -1.56 3.35 -6.82 -0.252
O -4.57 0.50 3.24 -0.253
O 4.12 -3.39 -3.04 -0.349
O 0.70 6.05 2.87 -0.328
O -1.99 0.75 -4.74 -0.215
O -0.20 3.99 3.03 -0.542
O 2.82 -4.63 -1.68 -0.551
O 4.99 -4.21 -1.25 -0.349
O 2.34 -2.66 3.55 -0.162
O -2.84 -0.50 -3.07 -0.548
O 1.40 -4.74 3.07 -0.375
O 4.91 -0.19 1.72 -0.301
O 5.09 1.00 3.63 -0.549
O 2.01 -4.31 5.36 -0.640
O -4.10 0.31 -4.76 -0.315
O -1.44 5.57 -7.23 -0.543
C 0.69 4.77 3.23 0.833
C -2.73 3.58 -6.04 -0.461
C 0.91 -2.47 3.75 -0.838
C 4.87 -4.98 -0.05 -0.325
C -3.74 1.35 4.05 -0.674
C -1.74 -2.62 1.42 -0.521
C 0.32 -3.78 3.18 0.083
C 4.77 -1.38 2.52 -0.404
C 5.29 3.22 2.22 -0.395
C -7.37 -1.51 3.64 -0.651
C 3.87 -4.13 -1.96 0.858
C 5.07 0.92 2.42 0.806
C 0.73 5.18 -8.68 -0.642
C -0.18 -4.92 0.40 -1.196
C -0.70 0.64 -4.13 -0.704
C -1.03 4.45 -7.35 0.763
C -5.57 -0.07 3.91 0.747
C 1.96 3.15 4.29 -0.740
C -2.96 0.12 -4.09 0.762
C 2.99 -3.21 -3.90 -0.589
C -0.47 6.48 2.18 -0.630
C -1.87 -1.65 0.22 -1.061
C -5.24 -0.31 -4.17 -0.640
H -2.51 -3.38 1.32 0.410
H 2.93 3.05 4.78 0.229
H 4.43 3.42 2.86 0.067
H 2.64 -4.17 -4.28 0.300
H -0.52 -4.14 3.75 0.482
H -1.12 -5.46 0.55 0.387
H -0.33 7.53 1.95 0.216
H -2.82 -1.80 -0.28 0.293
H 1.58 4.76 -9.20 0.219
H 4.64 -2.21 1.83 -0.026
H -1.83 -2.10 2.37 0.319
H -7.84 -2.08 2.84 0.213
H -1.79 -0.62 0.53 0.307
H 1.93 2.46 3.45 0.305
H 3.90 -1.29 3.15 0.385
H 6.20 3.26 2.80 0.291
H -5.43 0.09 -3.18 0.302
H 1.09 5.90 -7.94 0.294
H -3.53 4.02 -6.65 0.371
H 2.18 -2.70 -3.37 0.242
H -3.26 0.78 4.84 0.299
H 0.55 -1.67 3.12 0.414
H -0.17 -4.61 -0.63 0.357
H -7.04 -2.19 4.42 0.301
H -8.09 -0.80 4.04 0.299
H -0.39 -0.40 -4.08 0.292
H 4.60 -6.01 -0.28 0.307
H -1.35 6.37 2.82 0.294
H 5.66 -1.55 3.12 0.357
H -0.71 1.08 -3.13 0.343
H -6.09 -0.08 -4.81 0.208
H 5.33 3.97 1.44 0.230
H 0.68 -5.55 0.56 0.350
H 0.78 -2.30 4.81 0.450
H -3.06 2.62 -5.67 -0.029
H -5.11 -1.39 -4.12 0.284
H 5.85 -4.97 0.43 0.215
H 3.32 -2.59 -4.73 0.226
H -2.98 1.75 3.38 0.228
H -0.61 5.92 1.26 0.293
H -4.32 2.17 4.46 0.325
H 1.18 2.90 5.01 0.382
H 0.08 5.68 -9.39 0.295
H -1.07 -1.88 -0.47 0.306
H 4.14 -4.54 0.62 0.001
H -0.01 1.20 -4.76 0.198
H -2.51 4.23 -5.20 0.324
```

Summary:
* total charge: 0
* frontier orbital gap: 0.325 hartree

Computed, not measured: a structure of composition C14H12CoF6I2N2O2Sb, with ωB97M-V/def2-TZVPD.

Geometry as XYZ:
```
40
Properties=species:S:1:pos:R:3:lowdin_spin:R:1
I -1.62 -1.85 0.76 0.093
I -0.27 -1.08 -3.09 0.163
Sb 2.13 -3.35 0.41 0.000
Co 0.13 -0.43 -0.74 1.621
F 3.17 -3.79 -1.07 0.000
F 3.49 -2.30 1.13 0.000
F 1.57 -1.70 -0.57 -0.006
F 2.60 -4.86 1.41 0.000
F 0.96 -2.70 1.78 0.001
F 0.62 -4.18 -0.35 0.000
O -1.59 4.72 -1.88 -0.001
O 1.30 0.73 -0.01 0.117
N 2.45 4.06 0.43 -0.005
N -1.29 0.83 -0.79 -0.027
C -1.14 2.10 -0.60 -0.009
C -5.19 -0.61 -1.37 -0.001
C 2.42 2.75 0.40 0.013
C 1.34 4.76 0.10 0.020
C 0.15 4.18 -0.26 -0.002
C -1.05 5.03 -0.60 -0.001
C -4.78 0.54 -2.02 0.000
C -2.62 0.34 -1.01 -0.001
C 0.09 2.77 -0.30 0.018
C -3.03 -0.82 -0.37 0.005
C -4.31 -1.30 -0.54 0.002
C 3.64 1.97 0.76 0.002
C 1.24 2.04 0.01 -0.001
C -3.49 1.02 -1.85 -0.001
H -2.04 2.70 -0.64 -0.003
H 1.43 5.84 0.13 0.001
H 3.96 1.34 -0.07 0.001
H -5.46 1.06 -2.68 0.000
H 4.44 2.66 1.03 0.000
H 3.44 1.30 1.60 0.000
H -4.62 -2.21 -0.04 0.001
H -6.20 -0.99 -1.51 0.000
H -0.77 6.08 -0.53 0.000
H -1.86 4.86 0.10 0.000
H -3.15 1.89 -2.39 0.000
H -0.92 4.91 -2.55 0.000
```

Summary:
* total charge: 0
* expectation value of S²: 2.04
* spin multiplicity: 3
* frontier orbital gap (spin up / spin down): 0.247 / 0.246 hartree
* ΔE to the lowest compared entry with this formula, charge and spin: 4.12 kJ/mol

| no. | strongest force on any atom (eV Å⁻¹) |
| --- | --- |
| 1 | 2.0 |
| 2 | 0.2 |